Version w
Computed, not measured: a cluster of 2 separate species, C2H5NO3 in total, with ωB97M-V/def2-TZVPD.

Values from the calculation:
**LUMO level**: 0.838 eV
**SMILES**: NC=O.O=CO

Last columns: bonded neighbours and bond lengths (Å).
Element x y z (Å)
1 C -0.27598 -1.34641 1.30877  N2 1.369, O3 1.206, H4 1.099
2 N -1.57607 -1.13616 0.93624  C1 1.369, H5 1.004, H6 1.014
3 O 0.36571 -0.53908 1.93408  C1 1.206
4 H 0.16255 -2.32939 1.08734  C1 1.099
5 H -2.07357 -0.30583 1.20321  N2 1.004
6 H -2.12719 -1.89004 0.54003  N2 1.014
7 O 0.16951 1.97298 -0.59146  C8 1.191
8 C 0.86364 1.79324 -1.54274  O7 1.191, O9 1.338, H10 1.096
9 O 1.85747 0.90338 -1.64010  C8 1.338, H11 0.965
10 H 0.66889 2.28249 -2.50371  C8 1.096
11 H 1.96503 0.59481 -0.73165  O9 0.965



Version x
Computed, not measured: a cluster of 2 separate species, C2H5NO3 in total, with ωB97M-V/def2-TZVPD.

Values from the calculation:
**LUMO level (alpha / beta)**: -0.500 / -1.203 eV

Last columns: bonded neighbours and bond lengths (Å).
Element x y z (Å)
1 C 1.30922 0.36335 0.53268  C2 1.505, H7 1.074, H8 1.194, H9 1.170
2 C 0.11597 -0.41417 0.04721  C1 1.505, N3 1.428, O6 1.305
3 N -1.15988 0.22402 -0.01584  C2 1.428, O4 1.211, O5 1.251
4 O -1.28047 1.39021 0.28787  N3 1.211
5 O -2.08523 -0.58578 -0.24709  N3 1.251
6 O 0.09834 -1.71790 -0.00586  C2 1.305, H11 1.040
7 H 1.56142 0.03795 1.52519  C1 1.074
8 H 0.92128 1.49275 0.54972  C1 1.194
9 H 2.17679 0.41790 -0.25007  C1 1.170
10 H -0.79075 0.82331 -2.18988  no bonds
11 H -0.86668 -2.03165 -0.23392  O6 1.040



Most stable: version w (next structure +713.7 kJ/mol)